Molecular formula: C2H7BNO3PS
Method: DFT, wB97M-V/def2-TZVPD

```
! wB97M-V def2-TZVPD RIJCOSX def2/J DEFGRID3
* xyz 0 1
N 1.9892 -0.2805 1.8741
P 1.5517 -0.1338 0.4045
O 2.4472 0.9443 -0.4183
O 1.8017 -1.4872 -0.4336
B -0.3028 0.3484 0.3149
S -0.7784 2.0796 0.4855
C -1.4105 -0.7703 0.1675
C -2.4898 -0.2693 -0.7582
O -2.3995 -0.3185 -1.9546
H 1.2731 -0.0452 2.5491
H 2.0699 1.1545 -1.2801
H 2.1928 -1.3475 -1.3006
H 0.2061 2.6188 -0.2461
H -0.9393 -1.6514 -0.2730
H -1.8343 -1.0317 1.1427
H -3.3795 0.1780 -0.2740
*
```

Results
**SMILES**: N=P(O)(O)B(S)CC=O
**Molar mass**: 166.9 u
**HOMO energy**: -9.6 eV

Molecular formula: C4H10N4
Method: DFT, wB97M-V/def2-TZVPD

```
! wB97M-V def2-TZVPD RIJCOSX def2/J DEFGRID3
* xyz 0 1
C 1.8558 0.0046 -0.1085
C -0.2842 -0.7782 0.7636
C -0.6396 0.6096 -1.2495
C -0.4095 1.7570 0.7577
H 2.0128 1.0934 0.1426
H 1.6060 -0.3668 -1.1519
H 2.8846 -0.4243 0.1750
H -1.1524 -1.4521 1.2795
H -1.8922 -2.1421 0.0739
H -0.5451 -2.5464 -1.0624
H -0.6745 0.5974 -2.4152
H -0.1855 2.8795 1.4357
H -1.4883 1.3370 1.1433
H 0.4028 0.5349 1.4702
N 1.0055 -0.4252 0.9984
N -0.5692 -0.6354 -0.6482
N -1.3949 -1.7739 -0.9935
N -0.5318 1.7310 -0.6107
*
```

Results
**Energy above the lowest of the compared OMol25 structures with the same formula, charge and spin**: 9.677 eV
**Molar mass**: 114.2 u
**HOMO energy**: -7.1 eV

Molecular formula: C38H25BrF6N6O7S4Zr
Method: DFT, wB97M-V/def2-TZVPD

```
! wB97M-V def2-TZVPD RIJCOSX def2/J DEFGRID3
* xyz 0 1
Zr -0.0657 0.7472 -0.0502
Br -2.9267 3.7434 6.1602
C -1.9961 3.3453 4.5600
C -2.0856 4.2163 3.4751
C -1.4133 3.9506 2.2994
C -0.6546 2.7806 2.1798
O -0.0020 2.4788 1.0854
C -0.5712 1.9044 3.2840
C 0.2830 0.7552 3.2098
N 0.7773 0.2412 2.1315
C 1.8507 -0.6684 2.2754
C 2.6360 -0.7919 3.3941
C 3.6512 -1.7669 3.4562
C 3.8956 -2.5900 2.3986
C 3.1594 -2.4359 1.2019
C 3.3961 -3.2124 0.0466
C 2.6830 -2.9629 -1.0841
C 1.7383 -1.9184 -1.0806
N 1.4721 -1.1929 -0.0169
C 2.1596 -1.4481 1.1316
C -1.2313 2.2067 4.4796
H -2.6886 5.1111 3.5575
H -1.4803 4.6254 1.4565
H 0.5594 0.3216 4.1710
H 2.5135 -0.1271 4.2378
H 4.2429 -1.8484 4.3583
H 4.6715 -3.3439 2.4444
H 4.1498 -3.9901 0.0753
H 2.8352 -3.5254 -1.9941
H 1.1996 -1.6774 -1.9866
H -1.1520 1.5383 5.3281
S -2.4384 0.2459 1.2498
C -2.9997 1.6042 0.3399
C -4.2726 2.1833 0.3324
C -4.4851 3.2894 -0.4606
C -3.4469 3.8099 -1.2355
C -2.2250 3.1746 -1.1947
N -2.0186 2.1037 -0.4250
H -5.0554 1.7643 0.9498
H -5.4613 3.7589 -0.4796
H -3.5914 4.6753 -1.8663
H -1.3869 3.5069 -1.7932
F 2.8359 4.3858 1.1483
C 2.8642 4.0536 -0.1371
F 3.7456 4.8191 -0.7711
F 1.6580 4.2488 -0.6701
S 3.3382 2.2815 -0.2872
O 2.2246 1.5760 0.3131
O 4.6061 2.1782 0.3447
N 3.4352 2.0708 -1.8396
S 2.4211 1.2493 -2.6881
O 3.0591 0.3400 -3.5748
O 1.3106 0.7077 -1.9057
C 1.6244 2.5052 -3.7719
F 0.8718 1.8881 -4.6649
F 0.8695 3.3262 -3.0377
F 2.5554 3.2210 -4.3949
O -0.6234 -1.0536 -3.8174
S -1.3454 -0.4008 -2.7557
O -1.0965 1.0204 -2.5764
N -1.0771 -0.9915 -1.2927
C -1.2957 -2.3634 -1.0741
C -1.6381 -3.2684 -2.0636
C -1.9156 -4.6193 -1.7777
C -1.8538 -5.1026 -0.5072
C -1.4783 -4.2276 0.5349
C -1.3906 -4.6665 1.8757
C -1.0221 -3.7923 2.8520
C -0.7089 -2.4725 2.4730
N -0.7670 -2.0314 1.2458
C -1.1778 -2.8715 0.2627
C -3.0743 -0.5867 -3.1020
C -3.4783 -0.5920 -4.4299
C -4.8321 -0.6553 -4.7201
C -5.7616 -0.7234 -3.6896
C -5.3419 -0.7302 -2.3667
C -3.9901 -0.6591 -2.0645
H -1.6929 -2.9633 -3.0955
H -2.1872 -5.2686 -2.6007
H -2.0820 -6.1358 -0.2768
H -1.6255 -5.6999 2.1027
H -0.9549 -4.0856 3.8906
H -0.3943 -1.7626 3.2327
H -2.7377 -0.5539 -5.2184
H -5.1620 -0.6552 -5.7508
H -6.8181 -0.7765 -3.9195
H -6.0673 -0.7957 -1.5657
H -3.6444 -0.6723 -1.0365
*
```

Results
**Energy above the lowest of the compared OMol25 structures with the same formula, charge and spin**: 1.256 eV
**Molar mass**: 1091.0 u
**HOMO energy**: -7.7 eV

For each record above, in turn, the calculated LUMO values are -0.0211 -0.0021 -0.0383 Eh.
For each record above, in turn, the calculated Kohn-Sham gap values are 9.042 7.054 6.638 eV.